C5H15NO2 as an isolated structure, computed with wB97M-V/def2-TZVPD.

Last column: Mulliken charge in e.
Cartesian coordinates (Å):
1 C 0.69398 0.83744 -0.21921  0.737
2 C 0.85670 -2.03325 0.63055  -0.930
3 C 1.39852 1.22331 1.04885  -1.353
4 C 1.53757 0.48668 -1.40396  -1.405
5 N 0.01104 -0.89498 0.31258  -0.450
6 H -0.64026 -0.66197 1.06060  0.383
7 H -0.10259 1.52207 -0.48336  0.376
8 H 1.53095 -2.23942 -0.20060  0.297
9 H 0.26434 -2.93380 0.82177  0.351
10 H 1.46156 -1.83662 1.52039  0.316
11 H 2.12221 0.47087 1.35887  0.281
12 H 2.32882 -0.21547 -1.14401  0.305
13 H 0.91816 0.06815 -2.19646  0.350
14 H 1.91188 2.17684 0.87906  0.421
15 H 0.68401 1.38223 1.85710  0.350
16 H 1.99673 1.40214 -1.79365  0.411
17 C -2.60176 0.66005 -0.45215  -0.298
18 O -1.64399 0.11826 -1.23414  -0.804
19 O -2.84851 -0.08853 0.77400  -0.547
20 H -3.20946 -0.93738 0.50126  0.305
21 H -0.78916 -0.91769 -0.57015  0.398
22 H -3.55478 0.74784 -1.00343  0.318
23 H -2.32593 1.66324 -0.06388  0.187

## Properties
Energy relative to the best compared isomer or geometry (same formula, charge and spin): 323.8 kJ/mol
Charge: 0
LUMO energy: 0.7 eV
Frontier orbital gap: 8.35 eV

One molecule with the formula C6H8O2, computed with wB97M-V/def2-TZVPD.

Last column: Mulliken charge in e.
Cartesian coordinates (Å):
1 C 0.50833 -0.60318 0.15165  1.105
2 C 0.57716 -1.18145 -1.22933  -0.488
3 C 0.13129 -1.48501 1.31850  -1.360
4 C 0.37945 0.85096 0.36567  0.387
5 C -1.45582 1.91365 -1.14773  -0.854
6 O 1.77954 -1.05870 -0.57215  -0.490
7 O 0.93888 1.39199 1.48414  -0.493
8 C -0.60737 1.31492 -0.36489  -0.232
9 H 0.67406 2.31603 1.56031  0.327
10 H 0.40326 -0.49824 -2.06042  0.294
11 H 0.18813 -2.19110 -1.35370  0.280
12 H 0.51112 -1.07281 2.25318  0.321
13 H 0.57514 -2.47189 1.19883  0.392
14 H -0.95286 -1.58467 1.37292  0.301
15 H -1.12818 2.53380 -1.97002  0.260
16 H -2.52214 1.82572 -1.00696  0.249

## Properties
Energy relative to the best compared isomer or geometry (same formula, charge and spin): 337.3 kJ/mol
Charge: 0
LUMO energy: 0.7 eV
Frontier orbital gap: 9.71 eV
SMILES: C=C=C(O)[C@@]1(C)CO1

C32H38CaN2O2PSe2 as an isolated structure, computed with wB97M-V/def2-TZVPD.

Last column: Mulliken charge in e.
Cartesian coordinates (Å):
1 Ca -0.47579 0.63303 -0.80873  0.771
2 C -4.04917 -2.02677 -0.31166  -1.516
3 C -3.26032 -2.63906 0.85574  0.971
4 C -2.28517 -3.69544 0.33094  -1.573
5 C -2.56191 -1.57404 1.69462  0.126
6 C -1.35565 -1.81333 2.35266  0.120
7 C -0.78184 -0.86359 3.18790  -0.706
8 C -1.39920 0.36169 3.41053  1.080
9 C -0.79575 1.38515 4.33312  -1.524
10 C -2.58597 0.61630 2.73420  -0.976
11 C -3.15168 -0.32717 1.88889  -0.189
12 H -4.33412 -2.79957 -1.02855  0.460
13 H -3.44875 -1.27060 -0.83443  0.162
14 H -4.97011 -1.55342 0.03512  0.402
15 H -3.97339 -3.14515 1.52100  0.209
16 H -1.46894 -3.21513 -0.21163  0.200
17 H -2.79927 -4.37046 -0.35410  0.453
18 H -1.86170 -4.30030 1.13548  0.404
19 H -0.84674 -2.75965 2.23277  0.104
20 H 0.15842 -1.08750 3.68167  0.335
21 H -0.36237 0.91390 5.21620  0.416
22 H -1.54363 2.11223 4.65388  0.388
23 H 0.01208 1.91473 3.82285  0.157
24 H -3.09686 1.56141 2.89599  0.337
25 H -4.08556 -0.09057 1.39842  0.149
26 Se 1.86339 1.57467 1.48507  -0.523
27 P 2.48659 -0.33366 0.70007  0.670
28 Se 1.14565 -1.57516 -0.44911  -0.756
29 C 3.13408 -1.35194 2.07208  0.442
30 C 2.80336 -2.69370 2.22431  -0.133
31 C 3.39105 -3.44445 3.23150  -0.594
32 C 4.31571 -2.86487 4.08784  -0.427
33 C 4.64275 -1.52237 3.94303  -0.627
34 C 4.05595 -0.76900 2.94181  -0.643
35 C 3.99361 -0.09816 -0.30847  0.707
36 C 4.60444 -1.22356 -0.86286  -0.549
37 C 5.75064 -1.08707 -1.62393  -0.672
38 C 6.29426 0.17125 -1.85257  -0.412
39 C 5.68915 1.29153 -1.30412  -0.568
40 C 4.54703 1.15648 -0.52789  -0.322
41 H 2.08121 -3.14129 1.55376  0.327
42 H 3.12892 -4.48888 3.34716  0.398
43 H 4.77616 -3.45519 4.87021  0.365
44 H 5.35929 -1.06144 4.61187  0.381
45 H 4.29506 0.28150 2.82592  0.350
46 H 4.16359 -2.19954 -0.69947  0.338
47 H 6.22634 -1.96597 -2.04125  0.373
48 H 7.18422 0.27640 -2.46034  0.359
49 H 6.10444 2.27670 -1.47663  0.383
50 H 4.07069 2.02509 -0.09173  0.272
51 N -0.46061 4.74995 1.37294  -0.612
52 C -0.30812 4.67612 -0.08292  -0.688
53 C -0.44139 3.23322 -0.50738  0.651
54 O -1.18596 2.48520 0.31325  -0.076
55 O 0.06880 2.75119 -1.48919  -0.615
56 H -0.41044 5.70700 1.69181  0.265
57 H 0.30027 4.24072 1.81564  0.082
58 H -1.40049 3.02042 1.10265  0.426
59 H 0.63173 5.07254 -0.47110  0.388
60 H -1.12543 5.22947 -0.55251  0.368
61 C -1.38779 -1.73243 -3.51845  -0.747
62 C -2.09517 -0.50649 -4.02749  1.500
63 C -2.36263 -0.37032 -5.37657  -0.676
64 C -2.96616 0.77043 -5.90609  -0.756
65 C -3.30888 1.79905 -5.02910  -0.707
66 C -3.07767 1.70803 -3.67123  0.861
67 C -3.43241 2.83361 -2.74283  -0.888
68 C -2.43925 0.54176 -3.08629  -0.384
69 N -2.23696 0.45078 -1.78205  -0.919
70 H -1.34630 -2.50428 -4.29112  0.393
71 H -1.88953 -2.13169 -2.63317  -0.118
72 H -0.35530 -1.49674 -3.22987  0.064
73 H -2.08794 -1.18415 -6.04595  0.281
74 H -3.15854 0.85441 -6.96988  0.329
75 H -3.77136 2.70116 -5.42828  0.274
76 H -3.96717 3.62897 -3.27120  0.411
77 H -2.52608 3.26269 -2.29941  -0.162
78 H -4.04344 2.46527 -1.91337  0.155

## Properties
Energy relative to the best compared isomer or geometry (same formula, charge and spin): 90.8 kJ/mol
Charge: -1
LUMO energy: 1.9 eV
Frontier orbital gap: 3.75 eV

C3H6ClNS2 as an isolated structure, computed with wB97M-V/def2-TZVPD.

Last column: Mulliken charge in e.
Cartesian coordinates (Å):
1 C 0.36485 -0.42202 -1.16862  -0.278
2 C -0.66964 -0.07328 -0.11644  -0.597
3 C -0.71366 -0.79207 1.22773  0.328
4 H 1.69562 0.84913 0.43957  0.289
5 H 1.11583 1.47801 -1.80305  0.298
6 H 0.64010 -1.45430 -0.76763  0.279
7 H -0.11488 -0.47021 -2.23002  0.298
8 H -1.54301 -0.48772 -0.52864  0.365
9 H 0.28973 1.39718 1.79240  0.132
10 N 1.46977 0.45832 -0.95314  -0.622
11 S 0.14684 0.20112 2.64309  -0.186
12 S -1.11527 -2.31671 1.45131  -0.162
13 Cl -1.56626 1.63254 0.01346  -0.143

## Properties
Energy relative to the best compared isomer or geometry (same formula, charge and spin): 569.2 kJ/mol
Charge: 0
LUMO energy: -0.8 eV
Frontier orbital gap: 8.38 eV